{"formula": "C32H93N3O13", "method": "ωB97M-V with the def2-TZVPD basis set", "lumo_ev": 0.237, "homo_energy_ev": -8.97, "total_energy_ha": -2417.009681, "de_lowest_ev": 6.757, "symbols": ["O", "O", "O", "O", "O", "O", "O", "O", "O", "O", "O", "O", "O", "N", "N", "N", "C", "C", "C", "C", "C", "C", "C", "C", "C", "C", "C", "C", "C", "C", "C", "C", "C", "C", "C", "C", "C", "C", "C", "C", "C", "C", "C", "C", "C", "C", "C", "C", "H", "H", "H", "H", "H", "H", "H", "H", "H", "H", "H", "H", "H", "H", "H", "H", "H", "H", "H", "H", "H", "H", "H", "H", "H", "H", "H", "H", "H", "H", "H", "H", "H", "H", "H", "H", "H", "H", "H", "H", "H", "H", "H", "H", "H", "H", "H", "H", "H", "H", "H", "H", "H", "H", "H", "H", "H", "H", "H", "H", "H", "H", "H", "H", "H", "H", "H", "H", "H", "H", "H", "H", "H", "H", "H", "H", "H", "H", "H", "H", "H", "H", "H", "H", "H", "H", "H", "H", "H", "H", "H", "H", "H"], "coordinates": [[-4.96531, -4.21345, -9.18422], [4.32853, -5.22247, -5.12649], [6.30633, 3.01881, 9.02539], [0.06370, -0.21318, -1.09323], [-11.27878, 1.60817, -4.19915], [4.10163, 6.51573, -5.05361], [8.51681, 0.88884, 1.78296], [3.72419, -4.07062, 9.68302], [-5.39087, 1.66663, 5.98202], [-1.75191, 6.01078, -11.70821], [-6.98636, -3.72900, -0.03970], [1.13219, -7.78867, -0.33472], [-5.55686, 9.27676, 0.96878], [6.21675, -3.83546, 6.80578], [-0.78274, -2.02266, -4.16076], [9.38670, 1.18075, 7.80879], [-5.03880, 7.92443, 1.10508], [-0.62393, -8.52667, 1.16328], [4.88826, -3.88970, 7.40675], [7.14093, 0.60466, 1.34298], [-4.60369, 0.87047, 6.83875], [-2.88173, 5.95913, -9.74713], [3.01890, 6.24795, -4.20512], [-0.49803, -1.27427, -1.82902], [7.13099, 0.85906, -0.14556], [-5.65509, 6.88878, 0.18400], [-11.59752, 1.20316, -6.51718], [4.96030, -3.92284, 8.92006], [2.72429, -3.04251, 9.44521], [6.65157, -4.68340, -5.45740], [2.41798, 7.51513, -3.73582], [-1.90191, 6.81922, -10.56829], [7.23358, 2.47834, 8.10349], [-5.12900, -0.56497, 6.91892], [-0.21681, -8.23943, -0.30084], [-0.18391, -0.38595, 0.40224], [5.36564, -4.29680, -4.86842], [-5.90859, -4.02926, -10.16295], [-1.92014, -0.07224, -3.52527], [-7.38670, -1.47904, 0.59666], [-8.04746, -2.76449, 0.13041], [-10.73414, 0.93715, -5.29905], [5.12224, 3.34491, 8.39117], [9.49836, 3.34036, 8.75544], [8.65012, 2.12343, 8.63327], [4.33310, -5.15665, 6.97619], [-0.61239, -0.89837, -3.28860], [-5.51844, -2.86744, -11.09526], [-4.83787, -1.24999, 6.12261], [0.07915, -9.20961, 1.64011], [-10.63994, 2.22522, -3.83483], [-10.71406, -0.12448, -5.05280], [-5.52404, 6.96818, -0.89518], [-6.67874, 6.63973, 0.46364], [-12.65540, 0.96999, -6.39633], [-1.62058, -8.89518, 1.40615], [-6.11010, -4.96657, -10.68156], [3.34283, -5.17766, 7.43120], [3.30367, 5.60274, -3.37404], [6.65118, -4.58976, -6.54337], [-3.54148, 0.89321, 6.59527], [5.30902, 3.91587, 7.48165], [-1.99024, 0.78283, -2.85295], [1.28637, -7.25856, -1.12010], [-1.23330, -0.58256, 0.62187], [9.21610, 4.16464, 8.10047], [-11.49498, 2.24268, -6.82860], [6.81410, 1.60497, 7.60414], [-0.97676, -1.96454, -5.15025], [-3.43886, 6.65837, -9.12361], [7.46992, 1.87636, -0.34137], [5.47395, -3.06570, 9.35546], [4.23543, -3.09352, 7.04898], [4.84723, 6.86595, -4.56063], [1.84665, -3.37941, 9.99689], [-5.26706, -1.95640, -10.55218], [8.75267, 0.44435, 7.53345], [8.51384, 0.78872, 2.73772], [-1.55006, -2.51709, -3.72851], [-2.36073, 5.19952, -9.16432], [-4.73181, 1.21290, 7.86560], [4.51070, 2.49185, 8.09724], [5.46954, -4.16816, -3.79103], [-7.00095, -4.38106, 0.66472], [-1.02380, 5.41200, -11.52675], [-1.52628, -1.50542, -1.55087], [4.17595, -5.24430, 5.90114], [-0.35040, -9.10163, -0.95418], [-3.96048, 7.83374, 0.97434], [-8.47917, -2.50401, -0.83596], [2.35828, 5.58972, -4.76940], [6.26565, -4.20340, 5.86646], [7.35551, 3.20969, 7.30452], [6.91466, -5.72967, -5.30184], [-6.24384, -2.69408, -11.89014], [-0.90200, -7.48366, -0.68479], [6.65165, -4.61568, 7.27719], [3.03651, -2.03150, 9.70690], [6.18949, 0.79316, -0.69085], [-4.80374, -1.03589, 7.84658], [-6.85840, -1.41757, 1.54809], [-5.23839, 5.89340, 0.33791], [-3.65610, 5.36436, -10.23158], [-4.60470, -2.95094, -11.68366], [-2.06177, 0.24164, -4.55945], [4.55039, 3.92562, 9.11494], [5.50258, -4.84472, 9.13026], [-6.80799, -3.64041, -9.68549], [0.19104, -2.07695, -1.56633], [-5.15928, -5.06422, -8.78401], [-2.37464, 7.77623, -10.78910], [-6.62789, -1.25900, -0.15426], [3.17402, 8.15747, -3.28426], [7.00072, -0.47625, 1.35054], [1.70024, 7.23891, -2.96340], [0.30081, -0.39552, -3.60689], [-0.95325, 7.13276, -10.13259], [9.44732, 3.72471, 9.77415], [10.13172, 0.72543, 8.31646], [-6.31117, 1.65490, 6.25498], [-9.71266, 1.27324, -5.47715], [8.57968, 1.63881, 9.60706], [2.31553, -2.92912, 8.44114], [-8.04183, -0.60935, 0.54621], [10.56209, 3.10261, 8.76179], [7.87155, 0.26144, -0.67709], [-5.96719, 9.29717, 0.10114], [-8.86240, -3.20306, 0.70629], [-6.18865, -0.71258, 6.71045], [-0.57539, -7.58985, 1.71835], [-11.18836, 0.64455, -7.35899], [7.52993, -4.11615, -5.14947], [5.07423, -3.31679, -5.24626], [0.22316, 0.52302, 0.84512], [0.37966, -1.22704, 0.80604], [1.84810, 8.13834, -4.42499], [4.88633, -6.04704, 7.27493], [-5.25087, 7.62694, 2.13203], [6.31211, 1.15193, 1.79204], [3.53176, -4.69751, -5.23222], [-2.82769, -0.66914, -3.43499]], "forces_ev_per_angstrom": [[1.460, -0.496, 1.063], [-0.074, -0.195, -0.327], [1.490, -0.779, 0.516], [-1.131, 0.665, 2.643], [-0.281, 0.637, 1.040], [0.782, -0.326, -0.853], [-1.860, 0.120, -0.060], [-0.240, 0.946, -1.753], [0.684, 0.461, -0.815], [1.242, 0.444, -1.581], [-0.449, -0.010, -0.415], [-0.106, -0.084, 0.395], [0.530, -1.273, -0.235], [1.326, 0.715, 1.110], [0.491, -2.777, 1.042], [-0.877, -0.485, -1.553], [-0.282, -0.104, 0.025], [0.702, 0.403, 0.148], [0.143, 0.395, -0.862], [1.170, -0.931, -1.611], [-1.480, -1.022, 0.989], [0.170, 1.002, 1.807], [0.260, -0.656, -0.568], [0.569, -0.333, 0.306], [0.744, 1.312, -0.969], [-0.534, -1.202, 0.240], [0.664, 0.081, -0.636], [-0.313, 0.292, 1.182], [0.025, -0.793, 0.167], [1.562, -1.003, -1.467], [-1.187, 0.530, 1.172], [-1.808, -1.115, -0.003], [0.633, -0.423, -0.739], [0.349, -1.097, -0.926], [-0.865, -0.108, 0.468], [0.861, 0.236, -2.277], [-0.612, 1.083, 1.002], [-0.933, 1.680, -1.279], [0.479, 0.829, 0.390], [0.036, 0.894, -0.221], [0.908, -0.023, 0.185], [-0.309, -0.155, -0.418], [-0.755, 0.490, 0.076], [0.674, 1.176, 1.744], [-0.296, -0.151, 0.927], [-2.822, -1.743, -0.510], [-1.014, 1.453, -1.908], [0.919, -0.160, -0.611], [1.052, 0.226, -0.277], [0.110, -0.034, -0.114], [-0.067, -0.058, -0.013], [0.097, -0.173, -0.156], [-0.215, 0.810, -0.008], [-0.422, 0.685, -0.399], [0.155, -0.094, 0.219], [-0.130, -0.203, -0.855], [-0.151, 0.111, -0.338], [-0.335, -0.788, -0.047], [0.289, 0.186, 0.393], [-0.254, 0.082, -0.169], [-0.246, 0.298, -0.400], [-0.045, 0.345, -0.088], [-0.142, 0.191, -0.081], [-0.119, -0.062, -0.068], [-0.092, 0.417, -0.191], [0.351, -0.223, -0.275], [-0.190, 0.166, 0.222], [-0.255, -0.436, 0.109], [0.102, 0.939, 0.220], [0.005, -0.321, 0.772], [-0.003, 0.284, 0.113], [0.327, 0.109, -0.246], [0.244, 0.350, -0.014], [-0.074, 0.030, 0.150], [0.237, 0.294, 0.467], [-0.754, 0.063, 0.350], [0.027, -0.352, -0.191], [0.179, -0.006, 0.156], [-0.160, -0.692, -0.491], [0.162, 0.266, 0.418], [0.382, 0.511, 0.148], [0.076, -0.444, 0.033], [0.039, -0.076, 0.271], [-0.175, 0.121, 0.046], [0.034, -0.089, -0.187], [-0.135, -0.215, 0.688], [0.095, 0.236, -0.124], [0.112, -0.304, 0.114], [0.200, 0.739, -0.027], [0.098, -0.459, -0.258], [-0.327, 0.371, -0.227], [-0.774, 0.406, -0.463], [0.189, 0.199, -0.265], [-0.217, -0.122, 0.365], [-0.493, 0.165, 0.460], [0.035, 0.271, -0.090], [0.894, 0.005, 0.412], [0.270, -0.084, 0.525], [-0.250, -0.386, 0.502], [-0.342, -0.018, 0.083], [-0.290, -0.631, 0.197], [0.744, 0.047, 0.465], [0.324, 0.553, -1.066], [0.334, -0.962, 0.137], [0.736, 0.399, -0.097], [-0.092, 0.133, -0.227], [0.201, 0.090, 0.451], [-0.620, -0.434, -0.048], [-0.394, -0.916, -0.844], [0.240, 0.035, 0.270], [-0.196, -0.139, -0.659], [0.146, -0.095, -0.073], [0.061, -0.046, 0.119], [-0.341, -0.116, 1.042], [-0.096, 0.257, 0.341], [-0.136, 0.517, 0.167], [0.068, -0.601, 0.501], [-0.604, 0.376, 0.147], [0.046, 0.242, 0.200], [0.084, -0.171, 0.218], [0.113, -0.110, -0.159], [-0.620, 0.365, 0.448], [0.561, -0.540, -0.600], [-0.372, -0.089, 0.116], [0.046, -0.054, -0.872], [-0.083, -0.357, 0.209], [-0.044, 0.259, -0.099], [0.104, 0.298, 0.421], [-0.484, 0.812, 0.976], [0.266, 0.128, -0.002], [-0.179, -0.295, -0.097], [-0.309, 0.291, 0.432], [0.002, 0.190, -0.102], [-0.408, -0.041, -0.020], [0.206, -0.194, -0.301], [0.289, -0.350, -0.528], [0.167, 0.129, 0.304], [0.025, 0.039, 0.039], [0.448, 0.083, 0.625], [-0.153, -0.242, 0.004], [0.176, -0.492, 0.749]]}